(1)
{
  "formula": "C7H11Br",
  "method": "the ωB97M-V functional and the def2-TZVPD basis",
  "smiles": "C/C=C1/[C@@H](Br)C1(C)C",
  "relative_energy_kcal_mol": 34.3,
  "e_homo_ha": -0.3321,
  "multiplicity": 1,
  "species": ["C", "C", "C", "C", "C", "C", "C", "Br", "H", "H", "H", "H", "H", "H", "H", "H", "H", "H", "H"],
  "xyz": [[-0.833, 0.753, 0.311], [-0.173, 1.923, 0.361], [-1.852, -0.047, 0.810], [-0.734, -0.695, 0.040], [1.121, 2.159, -0.189], [0.188, -1.485, 1.094], [-0.840, -1.331, -1.348], [-3.554, 0.163, -0.036], [-0.608, 2.779, 0.741], [-1.915, -0.283, 1.903], [1.268, 1.598, -1.083], [1.859, 1.759, 0.427], [1.122, 3.235, -0.403], [-0.172, -2.450, 1.294], [0.085, -0.962, 1.943], [1.076, -1.518, 0.663], [-1.161, -2.410, -1.344], [0.025, -1.299, -2.015], [-1.456, -0.817, -1.951]]
}

=====

(2)
{
  "formula": "C32H47BrCrN7O10S",
  "method": "the ωB97M-V functional and the def2-TZVPD basis",
  "relative_energy_kcal_mol": 13.3,
  "e_homo_ha": [-0.2784, -0.2813],
  "multiplicity": 2,
  "species": ["Cr", "O", "C", "O", "C", "C", "C", "C", "C", "C", "O", "N", "O", "O", "N", "O", "O", "H", "H", "C", "C", "C", "C", "C", "C", "C", "Br", "C", "O", "C", "C", "C", "C", "C", "C", "H", "H", "H", "H", "H", "H", "H", "H", "H", "H", "H", "H", "H", "H", "H", "H", "H", "H", "H", "H", "C", "N", "C", "C", "C", "O", "H", "H", "H", "H", "H", "H", "H", "H", "H", "C", "C", "C", "C", "N", "C", "N", "N", "N", "H", "H", "H", "H", "H", "H", "H", "H", "H", "H", "C", "S", "C", "O", "H", "H", "H", "H", "H", "H"],
  "xyz": [[-0.178, -0.423, 0.799], [-1.876, -3.804, 1.228], [-1.770, -2.655, 1.643], [-1.755, -1.622, 0.885], [-1.646, -2.392, 3.119], [-2.287, -3.213, 4.012], [-2.256, -2.928, 5.387], [-1.578, -1.814, 5.848], [-0.885, -0.992, 4.965], [-0.870, -1.267, 3.550], [-0.195, -0.566, 2.736], [-0.228, 0.140, 5.488], [0.467, 0.835, 4.745], [-0.387, 0.411, 6.670], [-2.956, -3.776, 6.303], [-3.007, -3.438, 7.471], [-3.461, -4.792, 5.864], [-2.830, -4.078, 3.659], [-1.570, -1.581, 6.903], [-1.015, 5.362, -3.669], [-1.504, 4.155, -4.484], [-3.008, 4.287, -4.751], [-0.773, 4.151, -5.829], [-1.207, 2.910, -3.666], [-2.080, 2.500, -2.665], [-1.747, 1.440, -1.857], [-3.024, 0.847, -0.565], [-0.528, 0.728, -1.952], [-0.221, -0.158, -1.068], [0.289, 1.057, -3.069], [-0.060, 2.148, -3.848], [1.510, 0.253, -3.507], [2.755, 1.150, -3.554], [1.216, -0.322, -4.905], [1.821, -0.924, -2.583], [-1.227, 6.291, -4.192], [0.058, 5.298, -3.506], [-1.501, 5.393, -2.697], [-3.196, 5.073, -5.478], [-3.552, 4.540, -3.847], [-3.411, 3.356, -5.140], [-1.084, 5.007, -6.423], [-0.993, 3.247, -6.391], [0.302, 4.224, -5.695], [-3.029, 2.984, -2.513], [0.605, 2.397, -4.655], [2.632, 1.985, -4.237], [3.616, 0.574, -3.887], [2.964, 1.545, -2.561], [1.066, 0.463, -5.641], [0.316, -0.934, -4.876], [2.047, -0.942, -5.237], [2.039, -0.570, -1.577], [2.684, -1.473, -2.960], [0.971, -1.601, -2.540], [0.548, 4.016, 0.856], [-0.417, 3.695, 1.886], [-0.763, 4.780, 2.773], [-1.025, 2.497, 1.905], [-2.138, 2.284, 2.890], [-0.696, 1.616, 1.102], [1.472, 4.390, 1.303], [0.144, 4.784, 0.192], [0.761, 3.119, 0.278], [0.103, 5.431, 2.882], [-1.033, 4.401, 3.754], [-1.587, 5.377, 2.375], [-1.754, 2.281, 3.908], [-2.591, 1.320, 2.673], [-2.895, 3.059, 2.785], [1.775, -6.481, 0.999], [1.043, -6.436, -0.338], [-0.464, -6.421, -0.103], [1.501, -5.235, -1.189], [1.376, -3.991, -0.491], [0.343, -3.143, -0.376], [0.735, -2.155, 0.413], [1.992, -2.422, 0.758], [2.378, -3.505, 0.227], [1.620, -7.450, 1.465], [1.388, -5.723, 1.676], [2.843, -6.331, 0.874], [1.311, -7.330, -0.914], [-0.771, -5.546, 0.468], [-0.756, -7.304, 0.462], [-1.013, -6.425, -1.042], [0.917, -5.184, -2.110], [2.561, -5.343, -1.430], [-0.634, -3.256, -0.800], [3.319, 2.097, 2.247], [3.065, 0.451, 1.460], [2.783, -0.412, 3.030], [1.758, 0.554, 0.748], [4.195, 2.026, 2.883], [2.444, 2.348, 2.836], [3.493, 2.840, 1.476], [3.723, -0.448, 3.567], [2.461, -1.419, 2.787], [2.021, 0.108, 3.606]]
}

=====

(3)
{
  "formula": "C11H19N3O",
  "method": "the ωB97M-V functional and the def2-TZVPD basis",
  "total_charge": 2,
  "smiles": "[NH2+]=C1N[C@H]2C[C@@H]3[C@H](C2)[C@]13[NH+]1CCOCC1",
  "relative_energy_kcal_mol": 0.0,
  "e_homo_ha": -0.6374,
  "multiplicity": 1,
  "species": ["C", "C", "C", "C", "C", "C", "C", "C", "C", "C", "C", "N", "N", "N", "O", "H", "H", "H", "H", "H", "H", "H", "H", "H", "H", "H", "H", "H", "H", "H", "H", "H", "H", "H"],
  "xyz": [[-0.287, 1.614, 0.130], [-0.830, 1.174, -2.617], [-2.670, 0.726, -1.121], [0.121, -1.087, 1.813], [2.002, -0.629, 0.284], [0.926, -2.294, 2.324], [2.695, -1.864, 0.886], [-0.484, -0.055, -1.813], [-1.620, -0.331, -0.890], [-1.826, 1.876, -1.685], [-0.296, 0.201, -0.304], [-1.055, 2.412, -0.576], [0.419, 2.094, 1.142], [0.520, -0.814, 0.396], [2.297, -2.037, 2.217], [0.029, 1.796, -2.864], [-1.320, 0.879, -3.544], [-3.384, 0.377, -1.867], [-3.220, 1.005, -0.224], [-0.950, -1.291, 1.857], [0.347, -0.225, 2.439], [2.313, 0.253, 0.842], [2.275, -0.506, -0.764], [0.719, -2.458, 3.383], [0.648, -3.202, 1.768], [2.471, -2.759, 0.286], [3.776, -1.714, 0.899], [0.118, -0.820, -2.280], [-1.942, -1.321, -0.605], [-2.401, 2.670, -2.155], [-1.116, 3.398, -0.355], [1.030, 1.552, 1.732], [0.362, 3.079, 1.368], [0.333, -1.699, -0.100]]
}

=====

(4)
{
  "formula": "C18H39N4O2",
  "method": "the ωB97M-V functional and the def2-TZVPD basis",
  "total_charge": -1,
  "relative_energy_kcal_mol": 25.2,
  "e_homo_ha": -0.0541,
  "multiplicity": 1,
  "species": ["C", "C", "C", "C", "C", "C", "C", "C", "C", "C", "N", "C", "C", "N", "H", "H", "H", "H", "H", "H", "H", "H", "H", "H", "H", "H", "H", "H", "H", "H", "H", "H", "H", "H", "H", "H", "H", "H", "H", "C", "O", "N", "C", "C", "H", "H", "H", "H", "H", "H", "H", "C", "O", "N", "C", "C", "H", "H", "H", "H", "H", "H", "H"],
  "xyz": [[-1.108, 1.011, 4.586], [-0.196, -0.140, 4.034], [-0.417, -0.358, 2.484], [0.169, -1.760, 2.098], [1.679, -1.671, 1.651], [1.866, -0.815, 0.345], [3.314, -0.191, 0.287], [3.361, 1.223, 0.960], [2.566, 2.336, 0.173], [2.911, 2.457, -1.356], [1.974, 3.250, -2.142], [0.645, 2.666, -2.108], [-0.346, 3.840, -1.780], [-0.466, 4.389, -0.620], [-0.715, 1.479, 5.516], [-2.161, 0.685, 4.733], [-1.116, 1.820, 3.816], [-0.510, -1.093, 4.528], [0.878, 0.017, 4.265], [-1.513, -0.268, 2.297], [0.067, 0.485, 1.947], [0.169, -2.413, 3.005], [-0.463, -2.249, 1.318], [2.336, -1.322, 2.484], [2.001, -2.706, 1.419], [1.811, -1.522, -0.511], [1.075, -0.044, 0.229], [3.691, -0.212, -0.753], [3.963, -0.870, 0.892], [4.408, 1.566, 1.144], [2.852, 1.099, 1.954], [1.485, 2.166, 0.374], [2.828, 3.314, 0.641], [3.903, 2.978, -1.433], [3.064, 1.454, -1.860], [0.520, 1.799, -1.408], [0.382, 2.279, -3.144], [-0.966, 4.213, -2.635], [-1.182, 5.116, -0.745], [1.984, -4.338, -1.186], [2.655, -3.793, -0.338], [1.135, -5.370, -0.957], [0.358, -5.978, -2.018], [1.001, -5.877, 0.396], [2.012, -4.026, -2.242], [-0.706, -5.880, -1.790], [0.616, -7.037, -2.094], [0.563, -5.493, -2.971], [0.660, -5.075, 1.053], [1.974, -6.225, 0.751], [0.288, -6.699, 0.423], [-5.517, 1.684, -1.434], [-6.723, 1.631, -1.591], [-4.688, 2.546, -2.064], [-3.253, 2.554, -1.829], [-5.252, 3.493, -3.005], [-4.990, 1.009, -0.741], [-2.956, 3.531, -1.451], [-2.733, 2.356, -2.769], [-2.975, 1.793, -1.101], [-5.983, 4.122, -2.494], [-5.761, 2.951, -3.805], [-4.466, 4.115, -3.429]]
}